No. 1
C6H6 in the gas phase, computed with ωB97M-V/def2-TZVPD.

Geometry as XYZ:
```
12
Properties=species:S:1:pos:R:3
C 0.94 2.70 -0.57
C 0.35 1.57 -0.73
C 0.02 0.24 -0.65
C -0.74 -0.33 0.52
H 0.29 -0.41 -1.48
H 0.77 3.69 -0.96
C -0.46 -1.76 0.74
C -0.26 -2.93 0.92
H -0.08 -3.97 1.08
H -0.48 0.23 1.42
H -1.82 -0.20 0.37
H 1.45 1.15 -0.66
```

Output
energy above the lowest of the compared OMol25 structures with the same formula, charge and spin = 7.5405 eV


No. 2
C6H6 in the gas phase in a non-equilibrium geometry, computed with ωB97M-V/def2-TZVPD.

Geometry as XYZ:
```
12
Properties=species:S:1:pos:R:3
H -1.92 -0.87 -1.17
C 2.46 0.81 -0.92
C -0.06 -0.04 -0.50
H -2.35 0.16 0.20
C -2.02 -1.10 2.21
C -1.77 -0.99 1.03
C 1.08 0.32 -0.70
H -2.48 -0.62 3.04
H 2.51 1.50 -1.76
H 3.15 -0.02 -1.12
H 2.83 1.34 -0.03
C -1.45 -0.49 -0.27
```

Output
energy above the lowest of the compared OMol25 structures with the same formula, charge and spin = 5.4404 eV


Number 1: LUMO level 0.763 eV. Number 2: LUMO level 0.889 eV.